(1)
Molecular formula: C26H22N3O6PdS
Method: DFT, wB97M-V/def2-TZVPD

Cartesian coordinates (Å):
Pd1 0.22387 0.66332 0.65846
O1 3.62020 1.98389 5.12835
C1 2.96068 3.05918 4.74586
O2 3.07923 4.13180 5.29358
C2 2.02799 2.89411 3.59884
C3 1.25538 3.90692 3.06320
N1 0.54966 3.38050 2.04864
N2 0.83134 2.09072 1.90401
C4 1.72039 1.76157 2.81970
C5 2.17617 0.32436 2.79003
O3 3.00939 -0.03197 3.63806
O4 1.64756 -0.38063 1.88568
H1 3.40256 1.16795 4.56388
H2 1.18026 4.94178 3.34759
H3 -0.11370 3.78253 1.39541
C6 -8.06583 -4.49204 -1.61864
C7 -6.91176 -4.62968 -0.66057
C8 -7.02709 -5.47148 0.43920
C9 -5.98621 -5.59907 1.34635
C10 -4.80678 -4.90956 1.13457
C11 -4.66717 -4.06829 0.03233
N3 -3.45359 -3.37365 -0.12906
C12 -2.62028 -3.47736 -1.21562
C13 -2.83358 -4.45452 -2.20088
C14 -1.99562 -4.55397 -3.29429
C15 -0.91650 -3.69161 -3.44417
C16 -0.68818 -2.73788 -2.46752
C17 -1.51052 -2.61273 -1.35185
C18 -1.19476 -1.56165 -0.32402
O5 -0.18840 -0.81628 -0.61989
O6 -1.86675 -1.44488 0.70644
C19 -5.73469 -3.89715 -0.86097
C20 -5.63472 -2.92040 -1.99923
H4 -8.85293 -5.20595 -1.37738
H5 -7.75272 -4.66433 -2.65029
H6 -8.49960 -3.48979 -1.58081
H7 -7.94626 -6.02702 0.58675
H8 -6.08789 -6.25046 2.20532
H9 -3.96683 -5.01649 1.80904
H10 -3.12580 -2.71502 0.57750
H11 -3.66118 -5.14299 -2.08657
H12 -2.18673 -5.32029 -4.03683
H13 -0.26300 -3.76575 -4.30327
H14 0.14388 -2.05230 -2.54886
H15 -4.85219 -2.18780 -1.81271
H16 -6.57720 -2.39021 -2.13929
H17 -5.39270 -3.41974 -2.94150
S1 -1.23773 2.07404 -0.35796
C21 -0.71750 2.24786 -2.03536
C22 0.44194 1.66779 -2.55107
C23 0.78898 1.85269 -3.88104
C24 -0.00488 2.61889 -4.72317
C25 -1.16151 3.19632 -4.21710
C26 -1.51712 3.00960 -2.89091
H18 1.06149 1.05795 -1.90791
H19 1.69094 1.38804 -4.26107
H20 0.27068 2.75924 -5.76070
H21 -1.79811 3.79176 -4.86081
H22 -2.42837 3.45120 -2.50552

The calculation puts the energy above the lowest of the compared OMol25 structures with the same formula, charge and spin at 0.0000 eV. The total charge is -1. The LUMO energy comes out at 2.482 eV. The energy comes out at -2145.9920 Ha. For the frontier orbital gap, the calculation gives 7.705 eV. The spin multiplicity is 1. The value obtained for the HOMO energy is -5.223 eV.

***

(2)
Molecular formula: C26H23AuF3O3S3
Method: DFT, wB97M-V/def2-TZVPD

Cartesian coordinates (Å):
Au1 0.35201 0.41063 0.40223
O1 2.32451 0.80394 0.43930
C1 3.04709 1.08881 -0.71756
C2 2.32681 0.68093 -2.00077
C3 2.35397 -0.54233 -2.60610
C4 1.47253 -0.63519 -3.71371
C5 0.79911 0.52888 -3.93362
S1 1.20069 1.72321 -2.78273
C6 4.32506 0.25770 -0.61205
C7 4.42310 -0.92351 0.05581
C8 5.70636 -1.52483 -0.07831
C9 6.55271 -0.78393 -0.84487
S2 5.80303 0.65517 -1.39782
C10 3.40529 2.56520 -0.75517
C11 3.89841 3.33216 -1.76879
C12 4.17742 4.66598 -1.35957
C13 3.87607 4.87159 -0.04735
S3 3.30770 3.44500 0.70814
H1 2.97846 -1.34976 -2.25277
H2 1.35202 -1.52188 -4.31989
H3 0.07732 0.74001 -4.70657
H4 3.58206 -1.32158 0.60790
H5 5.98619 -2.46283 0.38122
H6 7.58149 -0.99270 -1.09179
H7 4.03724 2.95944 -2.77478
H8 4.54956 5.43792 -2.01886
H9 3.95354 5.79214 0.50921
C14 -0.33413 3.02250 1.30363
O2 -0.01630 2.34137 0.12370
H10 -0.43817 4.08691 1.05989
H11 0.44894 2.93871 2.07129
H12 -1.28019 2.68001 1.74691
C15 -0.12179 -2.31702 2.59295
C16 0.07758 -2.47563 1.08911
C17 0.73233 -3.81411 0.76879
O3 0.92353 -1.48428 0.56820
H13 -0.73912 -3.12452 2.99890
H14 -0.60897 -1.36693 2.81494
H15 0.85060 -2.33385 3.09183
H16 -0.90773 -2.44888 0.60295
H17 1.71695 -3.86494 1.24023
H18 0.86424 -3.91677 -0.30859
H19 0.12591 -4.64792 1.13247
F1 -8.74296 -1.34769 2.34235
C18 -8.36851 -1.14675 1.05929
F2 -9.14238 -0.15536 0.58093
F3 -8.72361 -2.26889 0.39249
C19 -6.90700 -0.85490 0.93706
C20 -5.99830 -1.75460 1.48456
C21 -4.64221 -1.51905 1.37513
C22 -4.16572 -0.37899 0.71523
C23 -5.09227 0.51478 0.17199
C24 -6.45248 0.27934 0.28094
C25 -2.76230 -0.13648 0.60604
C26 -1.57364 0.06810 0.51773
H20 -6.35677 -2.63880 1.99674
H21 -3.92806 -2.21225 1.79910
H22 -4.72755 1.39757 -0.33513
H23 -7.15967 0.97917 -0.14238

The calculation puts the energy above the lowest of the compared OMol25 structures with the same formula, charge and spin at 0.0000 eV. The total charge is -1. The LUMO energy comes out at 2.582 eV. The energy comes out at -2860.0872 Ha. For the frontier orbital gap, the calculation gives 8.346 eV. The spin multiplicity is 1. The value obtained for the HOMO energy is -5.764 eV.

***

(3)
Molecular formula: C26H23Br2NZn
Method: DFT, wB97M-V/def2-TZVPD

Cartesian coordinates (Å):
C1 -2.56843 0.20285 1.94425
C2 -2.17424 -0.38338 0.65147
N1 -2.87293 -0.11838 -0.48275
C3 -3.99466 0.80817 -0.57676
C4 -2.31990 -0.79746 -1.57808
C5 -1.18931 -1.50766 -1.11172
C6 -0.42610 -2.20126 -2.04436
C7 -0.83023 -2.22203 -3.38621
C8 -1.95909 -1.50922 -3.82002
C9 -2.72644 -0.77645 -2.90866
C10 -1.09809 -1.26736 0.34175
C11 -0.14920 -1.70998 1.25322
C12 0.75732 -2.80924 1.01363
C13 0.35578 -3.97890 0.31636
C14 1.27413 -4.96160 -0.03455
C15 2.62852 -4.80467 0.30315
C16 3.03566 -3.70000 1.06689
C17 2.10308 -2.74916 1.47024
H1 -1.95756 -0.22433 2.73881
H2 -2.42439 1.29657 1.93934
H3 -3.62790 0.00320 2.18215
H4 -4.31284 0.85200 -1.62087
H5 -4.83755 0.47736 0.04648
H6 -3.69486 1.81548 -0.25233
H7 0.46409 -2.72650 -1.72459
H8 -0.25414 -2.79424 -4.11110
H9 -2.23774 -1.52254 -4.86786
H10 -3.60511 -0.20124 -3.20421
H11 -0.09206 -1.19811 2.21513
H12 -0.69724 -4.08391 0.03480
H13 0.93690 -5.84862 -0.57772
H14 3.35799 -5.54356 -0.04540
H15 4.08667 -3.59405 1.34453
H16 2.40840 -1.90016 2.08192
Br1 -2.14217 4.45990 5.88844
Zn1 -1.89599 2.21996 5.85559
Br2 -1.94959 -0.04416 6.08063
C18 1.07430 2.55584 5.14647
C19 0.64689 2.26182 3.83733
C20 1.21971 1.02719 3.42282
C21 2.04937 0.54772 4.50505
C22 1.88885 1.47742 5.61204
C23 2.60365 1.34421 6.79900
C24 3.52690 0.30817 6.90132
C25 3.77073 -0.54978 5.80490
C26 3.04395 -0.43529 4.61908
H17 0.88630 3.46534 5.71997
H18 0.00962 2.91008 3.23289
H19 1.13623 0.56752 2.44388
H20 2.41392 2.05449 7.60513
H21 4.06650 0.17302 7.83568
H22 4.56891 -1.28639 5.90298
H23 3.30429 -1.04454 3.75429

The calculation puts the energy above the lowest of the compared OMol25 structures with the same formula, charge and spin at 0.5650 eV. The LUMO energy comes out at -2.590 eV. The energy comes out at -7986.6696 Ha. For the frontier orbital gap, the calculation gives 2.719 eV. The spin multiplicity is 1. The value obtained for the HOMO energy is -5.309 eV.

***

(4)
Molecular formula: C26H23BrFeN2O3P
Method: DFT, wB97M-V/def2-TZVPD

Cartesian coordinates (Å):
Fe1 -0.24398 -2.52648 0.21170
O1 0.05963 -1.63257 2.02100
C1 0.10634 -0.40481 1.70143
O2 0.16855 -0.23892 0.23786
C2 0.09815 0.83002 2.33530
C3 0.08897 1.07190 3.73376
C4 0.14848 2.36397 4.18074
C5 0.22016 3.46220 3.29366
C6 0.20636 3.25516 1.93085
C7 0.13760 1.94928 1.44656
P1 0.01344 1.33331 -0.17948
C8 -1.57518 1.49601 -0.96367
C9 -2.08901 2.78499 -1.11547
C10 -3.32198 2.96584 -1.71703
C11 -4.03888 1.86607 -2.17248
C12 -3.52819 0.58394 -2.02705
C13 -2.29708 0.39510 -1.41796
C14 1.27615 1.85486 -1.28912
C15 1.08171 1.74866 -2.67190
C16 2.05207 2.22419 -3.53392
C17 3.19771 2.82580 -3.02346
C18 3.39269 2.93570 -1.65311
C19 2.43450 2.45052 -0.77880
H1 0.04221 0.24018 4.42333
H2 0.14285 2.55428 5.24588
H3 0.28265 4.46634 3.68765
H4 0.25078 4.09729 1.25051
H5 -1.53167 3.64638 -0.76388
H6 -3.72499 3.96276 -1.83170
H7 -5.00111 2.01082 -2.64515
H8 -4.08759 -0.26620 -2.39422
H9 -1.90105 -0.60726 -1.31266
H10 0.17391 1.30884 -3.06728
H11 1.91224 2.14331 -4.60328
H12 3.93952 3.22489 -3.70297
H13 4.28712 3.40541 -1.26735
H14 2.58006 2.53174 0.29135
Br1 0.51691 -4.20939 -1.90440
C20 2.09370 -3.52852 -1.10777
C21 3.35555 -3.89390 -1.51202
C22 4.41194 -3.29518 -0.83584
C23 4.15757 -2.38667 0.18280
C24 2.84875 -2.10145 0.51593
N1 1.82097 -2.67200 -0.12839
H15 3.51075 -4.60961 -2.30535
H16 5.42960 -3.54621 -1.10415
H17 4.96524 -1.90977 0.71901
H18 2.59230 -1.42194 1.31764
C25 -4.26562 -3.68967 0.89259
C26 -2.88498 -3.51941 1.42385
N2 -2.65287 -3.66598 2.71018
O3 -1.93605 -3.24890 0.64004
H19 -5.00340 -3.82011 1.67939
H20 -4.27671 -4.56400 0.24055
H21 -4.52090 -2.82110 0.28719
H22 -3.39653 -3.87639 3.35599
H23 -1.71939 -3.53331 3.07315

The calculation puts the energy above the lowest of the compared OMol25 structures with the same formula, charge and spin at 0.7432 eV. The expectation value of S² is 8.79. The total charge is +2. The LUMO energy (alpha / beta) comes out at -5.382 / -5.893 eV. The energy comes out at -5518.4428 Ha. For the frontier orbital gap (alpha / beta), the calculation gives 6.022 / 8.681 eV. The spin multiplicity is 6. The value obtained for the HOMO energy (alpha / beta) is -11.404 / -14.574 eV.

***

(5)
Molecular formula: C26H23CrN6O6Si
Method: DFT, wB97M-V/def2-TZVPD

Cartesian coordinates (Å):
Cr1 -0.11225 0.06033 -0.12218
O1 0.74947 -0.71571 -3.93167
C1 0.39527 -0.28974 -2.85042
O2 0.72406 -0.75016 -1.69608
C2 -0.58161 0.87858 -2.73379
C3 -1.25387 1.52474 -3.75722
C4 -2.26348 2.42159 -3.42684
C5 -2.61352 2.60257 -2.09264
C6 -1.89137 1.92591 -1.12470
N1 -0.87342 1.12533 -1.45370
C7 -2.18981 1.84909 0.36782
O3 -3.11155 2.46476 0.86809
O4 -1.38489 1.05437 0.98156
H1 -0.99958 1.29569 -4.77974
H2 -2.80988 2.93267 -4.20407
H3 -3.43985 3.22796 -1.79059
N2 0.71516 -1.32675 1.61463
N3 -0.05939 -2.46622 1.86817
C8 -1.16597 -2.70052 1.12251
N4 -1.90101 -3.78738 1.35385
N5 -1.41161 -1.80201 0.19251
N6 -2.47511 -1.84886 -0.61766
O5 -2.52386 -0.95882 -1.44187
O6 -3.31371 -2.73643 -0.50286
H4 1.67468 -1.57267 1.35953
H5 0.74736 -0.70627 2.42917
H6 0.23209 -3.13807 2.56832
H7 -1.66281 -4.45072 2.06786
H8 -2.75267 -3.86679 0.79333
C9 1.27960 6.32943 0.08215
C10 2.52571 5.72518 0.03472
C11 2.63548 4.34872 0.10602
C12 1.50660 3.53524 0.22544
C13 0.26832 4.16459 0.29301
C14 0.15041 5.54250 0.22083
Si1 1.72086 1.61511 0.23297
C15 2.55184 1.22606 1.92838
C16 3.33204 0.08087 2.10516
C17 3.94066 -0.20047 3.31542
C18 3.78489 0.66679 4.38492
C19 3.01949 1.80978 4.23014
C20 2.41083 2.08122 3.01644
C21 3.16476 1.47451 -1.02143
C22 2.91096 1.50955 -2.38907
C23 3.92712 1.38593 -3.31643
C24 5.23822 1.24633 -2.89059
C25 5.51870 1.26508 -1.53531
C26 4.49322 1.37882 -0.61611
H9 1.19658 7.40403 0.01497
H10 3.41276 6.33458 -0.06630
H11 3.61371 3.89287 0.06251
H12 -0.62932 3.57660 0.40310
H13 -0.82527 5.99906 0.27277
H14 3.48954 -0.58331 1.26321
H15 4.55027 -1.08712 3.42673
H16 4.27051 0.45887 5.32757
H17 2.90833 2.49441 5.05776
H18 1.82170 2.97765 2.89973
H19 1.89542 1.62973 -2.73913
H20 3.69711 1.39024 -4.37102
H21 6.03638 1.13110 -3.60862
H22 6.54138 1.18252 -1.19561
H23 4.72726 1.40006 0.43842

The expectation value of S² is 0.77. The LUMO energy (alpha / beta) comes out at -0.813 / -0.498 eV. The energy comes out at -3118.4656 Ha. For the frontier orbital gap (alpha / beta), the calculation gives 7.281 / 7.254 eV. The spin multiplicity is 2. The value obtained for the HOMO energy (alpha / beta) is -8.094 / -7.752 eV.

***

(6)
Molecular formula: C26H23F37O8S
Method: DFT, wB97M-V/def2-TZVPD

Cartesian coordinates (Å):
C1 7.25208 4.44167 2.07145
C2 6.85936 4.18149 0.64106
C3 7.86608 4.75247 -0.33492
O1 6.95278 2.72789 0.42944
S1 5.63335 2.04755 -0.05170
O2 5.10293 1.19156 0.92826
O3 5.75054 1.58897 -1.37843
O4 4.72288 3.38393 -0.07368
C4 5.41834 4.56710 0.18077
C5 4.58081 5.33568 1.19294
F1 4.38966 4.59244 2.31132
F2 5.19032 6.49415 1.53520
C6 3.15306 5.67141 0.61498
F3 2.24990 4.75596 1.03124
F4 2.75845 6.88956 1.05388
F5 3.16436 5.68694 -0.73879
H1 7.72920 5.40099 2.18637
H2 6.43952 4.32787 2.76812
H3 7.99437 3.70201 2.33227
H4 8.83218 4.31004 -0.13913
H5 7.93868 5.82714 -0.23474
H6 7.56316 4.53062 -1.34824
H7 5.55039 5.21211 -0.67919
C7 1.28582 6.74711 4.21126
C8 2.12973 6.27376 5.40943
C9 1.43864 5.46266 6.50950
F6 0.47851 6.17699 7.12568
F7 2.36342 5.12101 7.43717
F8 2.78336 7.32236 5.95143
F9 3.07354 5.43602 4.88946
O5 0.82732 8.09144 4.20051
C10 -0.35890 8.47978 4.77652
C11 -0.13764 9.50458 5.89388
F10 0.63416 8.99086 6.86920
F11 -1.33720 9.83257 6.42574
F12 -1.09673 7.43517 5.19570
F13 -1.07476 9.11322 3.82041
H8 1.97040 6.70899 3.36810
H9 0.48468 6.04636 3.97707
H10 1.00302 4.54798 6.09760
H11 0.34058 10.39996 5.49189
C12 2.01775 -1.37946 -2.43969
C13 3.21555 -1.72030 -3.34493
C14 4.02550 -0.56496 -3.93854
F14 3.27834 0.19718 -4.76459
F15 5.04499 -1.08063 -4.66457
F16 2.81941 -2.56174 -4.32556
F17 4.09220 -2.40000 -2.55557
O6 0.70722 -1.43092 -3.00120
C15 0.17275 -0.33101 -3.64229
C16 -0.14644 -0.63179 -5.11019
F18 0.96487 -0.98833 -5.77612
F19 -0.65258 0.48454 -5.68007
F20 0.93358 0.76676 -3.51391
F21 -1.00859 -0.05782 -3.03395
H12 2.00175 -2.17622 -1.69812
H13 2.18049 -0.45709 -1.88471
H14 4.44392 0.06047 -3.14411
H15 -0.87928 -1.43962 -5.17775
C17 -1.93525 -2.95919 -1.88047
C18 -1.18844 -4.20361 -1.36346
C19 -1.74106 -5.58070 -1.73632
F22 -2.97959 -5.75671 -1.22544
F23 -0.93989 -6.53572 -1.21542
F24 -1.02874 -4.11885 -0.02546
F25 0.05617 -4.15765 -1.91962
O7 -2.81665 -2.29320 -0.98372
C20 -4.13885 -2.63880 -0.84394
C21 -4.46220 -3.09030 0.58436
F26 -3.73008 -4.16740 0.92766
F27 -5.77062 -3.43254 0.64672
F28 -4.53708 -3.54933 -1.75354
F29 -4.86740 -1.52109 -1.05716
H16 -1.15571 -2.22600 -2.06193
H17 -2.40562 -3.13818 -2.84779
H18 -1.77520 -5.70954 -2.82138
H19 -4.26188 -2.28130 1.28910
C22 -6.83472 -8.80702 -0.19409
C23 -5.74956 -8.97350 -1.27498
C24 -5.21318 -7.71235 -1.95525
F30 -6.17511 -7.06672 -2.64417
F31 -4.24618 -8.06682 -2.83877
F32 -6.16140 -9.86477 -2.20230
F33 -4.67259 -9.51824 -0.64084
O8 -8.19072 -9.04867 -0.54601
C25 -9.02268 -8.07130 -1.03906
C26 -9.53100 -8.41584 -2.44309
F34 -8.50737 -8.54361 -3.30670
F35 -10.33103 -7.41329 -2.87389
F36 -8.46863 -6.84683 -0.99412
F37 -10.11449 -8.04214 -0.24098
H20 -6.61843 -9.59738 0.52204
H21 -6.72106 -7.86837 0.34775
H22 -4.77829 -7.03348 -1.22280
H23 -10.09727 -9.34895 -2.41809

The LUMO energy comes out at 0.195 eV. The energy comes out at -5699.7190 Ha. For the frontier orbital gap, the calculation gives 11.861 eV. Its SMILES is CC1(C)OS(=O)(=O)O[C@H]1C(F)(F)C(F)(F)F.FC(F)C(F)(F)COC(F)(F)C(F)F.FC(F)C(F)(F)COC(F)(F)C(F)F.FC(F)C(F)(F)COC(F)(F)C(F)F.FC(F)C(F)(F)COC(F)(F)C(F)F. The spin multiplicity is 1. The value obtained for the HOMO energy is -11.666 eV.